Entry 1:
C15H40FLiO5 as an isolated structure in a non-equilibrium geometry, computed with ωB97M-V with the def2-TZVPD basis set.

```
62
Properties=species:S:1:pos:R:3:nbo_charge:R:1
F -19.6228 15.7075 -31.4788 -0.95
O -20.7625 14.6766 -29.0168 -0.77
O -17.1541 13.9189 -33.5164 -0.78
O -20.0971 12.7333 -33.1804 -0.75
O -20.5626 13.9793 -38.0709 -0.72
O -18.2835 12.9463 -30.5569 -0.76
C -21.7020 15.7167 -28.8816 0.11
C -19.4657 14.6283 -36.0336 -0.64
C -15.9661 14.7697 -33.6957 0.10
C -20.7549 14.4311 -36.7564 0.10
C -21.6553 15.7160 -36.7021 -0.64
C -17.0078 12.6678 -30.1375 0.10
C -16.8888 13.1391 -28.6880 -0.63
C -15.9626 15.1622 -35.1444 -0.63
C -20.5727 10.6366 -32.3773 -0.62
C -23.0991 15.2154 -29.4500 -0.63
C -16.7484 11.1651 -30.3328 -0.63
C -20.4129 11.0152 -34.8658 -0.64
C -21.8870 16.1371 -27.4165 -0.63
C -16.0869 15.9594 -32.7664 -0.63
C -19.8454 11.3864 -33.5062 0.10
Li -18.7595 14.0711 -32.2021 0.92
H -20.4480 9.5700 -32.5644 0.20
H -16.9815 14.2203 -28.5851 0.23
H -23.3849 14.3804 -28.8103 0.20
H -21.6488 10.8101 -32.3738 0.21
H -21.0010 16.5253 -26.9142 0.21
H -16.1135 14.3117 -35.8092 0.20
H -20.2317 10.8421 -31.3626 0.22
H -23.8313 16.0072 -29.6081 0.20
H -21.1501 16.6276 -37.0213 0.20
H -16.2917 15.6680 -31.7362 0.23
H -16.9279 16.5391 -33.1467 0.23
H -19.7109 11.3383 -35.6346 0.22
H -17.6500 12.6241 -28.1020 0.20
H -18.9415 12.6340 -29.9315 0.49
H -16.3256 13.2376 -30.7683 0.17
H -22.6096 15.5931 -37.2143 0.22
H -18.7982 13.7710 -36.1207 0.20
H -17.4860 10.5245 -29.8494 0.21
H -15.9340 12.8381 -28.2569 0.21
H -21.4069 16.5757 -29.4841 0.18
H -16.9999 13.1681 -34.0945 0.47
H -18.8912 15.4461 -36.4687 0.20
H -16.7599 15.8718 -35.3653 0.22
H -18.7737 11.1940 -33.4553 0.18
H -21.0148 12.8899 -33.4148 0.48
H -14.9921 15.6103 -35.3575 0.22
H -20.2513 14.8891 -29.8011 0.52
H -21.9683 15.8973 -35.6739 0.21
H -21.3036 13.6067 -36.3011 0.16
H -16.6918 10.8401 -31.3717 0.21
H -21.3667 11.4621 -35.1463 0.21
H -15.2050 16.5993 -32.7964 0.22
H -22.5919 16.9622 -27.3146 0.21
H -15.8165 10.9821 -29.7979 0.21
H -22.9821 14.7298 -30.4188 0.21
H -20.4477 9.9260 -34.8872 0.22
H -22.1727 15.2241 -26.8942 0.20
H -19.8635 14.4777 -38.5003 0.46
H -19.6512 14.7760 -34.9697 0.24
H -15.1273 14.1171 -33.4536 0.17
```

energy relative to the best compared isomer or geometry (same formula, charge and spin)	31.5	kcal/mol
LUMO energy	0.070	eV
calculated total energy	-29365.4827	eV
F_max	2.74	eV/A
orbital gap	8.96	eV
total charge	0
M	326.419	g/mol

Entry 2:
C15H40LiO19PS5 as an isolated structure in a non-equilibrium geometry, computed with ωB97M-V with the def2-TZVPD basis set.

```
81
Properties=species:S:1:pos:R:3:mulliken_charge:R:1
S -13.8308 16.1091 -9.9590 1.01
S -13.1014 8.1294 -11.2377 1.27
S -11.1730 19.4143 -15.4394 1.05
S -8.7155 11.8704 -17.3621 1.41
S -15.0501 7.8518 -18.6887 1.29
P -17.6887 13.4500 -15.4552 0.52
O -13.1675 15.3575 -11.0693 -0.53
O -9.8241 12.0081 -16.4174 -0.56
O -12.6164 8.4386 -9.8871 -0.61
O -18.8440 13.2006 -16.3998 -0.60
O -7.6000 12.8005 -17.3084 -0.59
O -11.7766 19.6046 -14.0879 -0.55
O -17.8854 12.1224 -14.7820 -0.47
O -12.6401 17.1107 -9.3112 -0.29
O -14.4239 15.3359 -8.8775 -0.60
O -11.0009 20.4439 -16.4280 -0.59
O -15.5899 8.2023 -20.0035 -0.59
O -14.3661 8.7994 -17.8713 -0.57
O -14.0962 6.4802 -18.8999 -0.20
O -13.3049 9.1669 -12.2294 -0.57
O -16.2631 13.8731 -15.8113 -0.55
O -18.6433 13.9990 -14.4132 -0.51
O -12.1144 6.9969 -11.8483 -0.19
O -8.1408 10.3148 -17.4723 -0.18
O -9.6875 18.7551 -15.2262 -0.29
C -14.5326 5.5154 -19.8801 -0.22
C -14.1014 4.0514 -19.5840 -1.41
C -9.4195 11.9585 -19.0258 -1.29
C -11.2244 5.9604 -13.7655 -1.47
C -11.5269 18.4113 -7.6710 -1.15
C -14.7011 7.2365 -11.1291 -1.14
C -6.6639 8.5991 -18.2477 -1.37
C -15.0959 17.3738 -10.6248 -1.00
C -8.6808 19.0362 -13.0593 -1.17
C -6.7768 10.0610 -17.7361 -0.27
C -11.9650 18.0047 -16.3125 -0.97
C -12.5514 6.3353 -13.0417 -0.45
C -16.4646 7.1184 -17.7334 -1.18
C -9.3302 18.0430 -14.0477 -0.30
C -12.8376 17.7609 -8.0311 -0.16
Li -13.7813 12.5223 -14.7126 0.21
H -15.0357 7.3976 -10.1043 0.39
H -9.9116 11.0012 -19.1973 0.32
H -6.4638 10.7343 -18.5340 0.32
H -15.3515 7.6689 -11.8894 0.39
H -13.2606 6.9590 -13.5859 0.53
H -7.9101 19.6555 -13.5182 0.32
H -11.3262 5.4406 -14.7182 0.45
H -8.2844 18.5105 -12.1906 0.38
H -9.3522 19.8142 -12.6962 0.30
H -13.2033 17.0876 -7.2558 0.34
H -8.6331 12.0946 -19.7682 0.31
H -10.6155 6.8396 -13.9757 0.33
H -15.4082 16.9147 -11.5628 0.46
H -10.7201 5.2472 -13.1135 0.32
H -14.7678 3.2970 -20.0022 0.44
H -14.3521 3.8319 -18.5462 0.36
H -11.7522 19.3780 -7.2207 0.34
H -13.4998 18.6258 -8.0686 0.26
H -14.4420 18.1928 -10.9245 0.29
H -13.0656 5.4067 -12.7942 0.22
H -7.0664 8.5872 -19.2606 0.32
H -10.9155 17.7395 -7.0685 0.30
H -16.7409 6.1397 -18.1257 0.32
H -10.0892 12.8174 -18.9811 0.50
H -10.9221 18.5885 -8.5603 0.28
H -10.1412 17.4911 -13.5727 0.28
H -13.0437 18.0908 -16.4438 0.37
H -6.1254 10.1817 -16.8705 0.26
H -11.9120 17.1471 -15.6418 0.31
H -17.2642 7.8573 -17.7862 0.40
H -8.5423 17.3301 -14.2911 0.38
H -15.6219 5.5111 -19.9189 0.29
H -14.2266 5.8068 -20.8849 0.28
H -13.0329 3.8869 -19.7231 0.33
H -16.2063 6.9416 -16.6894 0.35
H -11.3801 17.9015 -17.2265 0.36
H -5.6360 8.2441 -18.3222 0.42
H -14.6552 6.1478 -11.1570 0.34
H -7.1106 7.9386 -17.5046 0.33
H -15.8221 17.5375 -9.8287 0.32
```

energy relative to the best compared isomer or geometry (same formula, charge and spin)	218.7	kcal/mol
LUMO energy	3.356	eV
calculated total energy	-118766.5046	eV
F_max	5.67	eV/A
orbital gap	1.58	eV
total charge	-2
M	722.716	g/mol

Entry 3:
A 3-piece molecular cluster, C15H41BFN5O6PSi overall, computed with ωB97M-V with the def2-TZVPD basis set.

```
71
Properties=species:S:1:pos:R:3:mulliken_charge:R:1
P -5.5585 0.1562 -0.6349 0.06
Si -1.3528 -0.4764 0.0915 0.65
F -4.4051 3.5932 0.9956 -0.41
O 5.8490 1.7542 0.7298 -0.40
O 2.5012 -3.2662 -0.2846 -0.29
O 4.4029 -5.4408 -0.8024 -0.38
O -5.1828 -1.3407 -0.0722 -0.53
O -6.6763 3.0897 -1.0165 -0.63
O 3.0561 2.7019 0.4438 -0.17
N -0.9990 2.8440 0.7475 -0.06
N -4.7988 3.7830 -2.3505 -0.41
N -7.1844 0.3530 -0.1621 -0.47
N -2.1799 0.8961 0.9907 0.42
N -2.9609 2.6361 -0.4901 -0.18
C 4.4227 -5.7438 0.5807 -0.67
C 5.0266 1.5203 -0.3955 0.17
C -1.3303 -1.9767 1.1736 -1.11
C 3.5868 -2.4199 0.0499 -1.01
C 5.4720 1.0227 1.8805 -0.63
C 2.6542 -3.9309 -1.5310 -0.50
C 0.3678 0.1332 -0.2620 -0.84
C -4.3449 2.6133 -0.0130 -0.02
C -2.0354 2.1056 0.4205 -0.43
C 3.1054 -5.3649 -1.3584 -0.59
C 3.3512 3.7165 1.3909 -0.85
C 4.0130 2.6261 -0.6096 -0.66
C -3.5787 0.6605 1.4647 -1.37
C -4.7273 1.2685 0.6492 0.19
C -2.1936 -0.8663 -1.5301 -1.14
B -5.3270 3.1628 -1.1961 0.67
H -5.5041 4.2659 -2.8939 0.23
H 4.5429 -2.9220 -0.1095 0.50
H -7.5633 -0.4192 0.3747 0.24
H -5.5042 1.5028 1.3802 0.58
H 3.5463 -1.5014 -0.5478 0.27
H 5.6774 1.4677 -1.2730 0.41
H -0.8597 -2.7765 0.5984 0.34
H -2.9163 2.1453 -1.3802 0.34
H 1.0773 -0.6941 -0.2696 -0.06
H -7.7809 0.5151 -0.9629 0.28
H -3.6827 -0.4103 1.6220 0.48
H 4.1717 -6.7951 0.7547 0.33
H 3.1362 -5.8407 -2.3430 0.40
H -1.4156 -0.9858 -2.2864 0.45
H 0.7153 0.9221 0.4019 0.29
H 3.7272 -5.1144 1.1422 0.26
H -5.2695 -1.4664 0.8797 0.34
H -0.6085 2.7574 1.6738 0.28
H -2.9129 -0.1367 -1.9064 0.30
H 2.3858 -5.9126 -0.7404 0.31
H 5.4356 -5.5629 0.9350 0.25
H -0.7569 -1.7999 2.0832 0.35
H -2.3293 -2.3102 1.4572 0.38
H -0.5622 3.4804 0.0949 0.23
H -2.7316 -1.8119 -1.4590 0.35
H 0.3866 0.5442 -1.2766 0.35
H 4.3939 3.6759 1.7108 0.36
H 4.5109 0.5584 -0.2997 -0.23
H 2.7109 3.5511 2.2572 0.25
H 1.6813 -3.9221 -2.0324 0.36
H -4.1755 3.2991 -2.9790 0.20
H 5.7346 -0.0358 1.7747 0.29
H 4.3995 1.1055 2.0791 0.24
H 3.3671 -3.3930 -2.1645 0.35
H -7.0078 3.1757 -0.1186 0.33
H 3.4631 2.4263 -1.5339 0.40
H 3.1449 4.7102 0.9793 0.29
H 4.5301 3.5837 -0.7230 0.38
H 6.0241 1.4362 2.7220 0.26
H 3.4900 -2.1516 1.1014 0.31
H -3.6164 1.1073 2.4596 0.32
```

LUMO energy	-3.622	eV
calculated total energy	-56512.0534	eV
F_max	0.87	eV/A
orbital gap	7.51	eV
total charge	+1
M	476.392	g/mol